(1)
This record from the Open Molecules 2025 dataset describes 3 unconnected molecules or ions with the total composition H5O3 in a non-equilibrium geometry. The level of theory is ωB97M-V/def2-TZVPD.

Values from the calculation:
Molar mass   53.04 g/mol
Charge   -1
Kohn-Sham gap   8.98 eV
Total energy   -228.73853 hartree
E_HOMO   -3.9 eV
Relative energy (zero: lowest compared OMol25 entry of this formula, charge and spin)   0.3379 eV

Cartesian coordinates (Å):
O  -1.3717  1.4738  -0.3202
H  -0.9708  2.2934  -0.6202
O  0.3031  -2.1894  -0.6360
H  1.0998  -1.7977  -0.2231
H  -0.1924  -1.4114  -0.3660
O  0.8614  0.3136  0.5330
H  -0.5654  0.9528  0.1472
H  0.8360  0.3650  1.4853

Atoms 1-2, force components in eV/Å:
0.52 -0.62 0.71
0.14 -0.13 0.05

---

(2)
This record from the Open Molecules 2025 dataset describes 2 unconnected molecules or ions with the total composition C5H9N5O4 in a non-equilibrium geometry. The level of theory is ωB97M-V/def2-TZVPD.

Values from the calculation:
Molar mass   203.16 g/mol
Charge   +2
Kohn-Sham gap (spin up / spin down)   7.73 / 7.73 eV
Total energy   -769.84706 hartree
E_HOMO (spin up / spin down)   -17.0 / -17.0 eV
Relative energy (zero: lowest compared OMol25 entry of this formula, charge and spin)   0.0000 eV

Cartesian coordinates (Å):
C  1.8716  0.8721  -0.0649
C  3.4670  1.1719  -0.0350
C  2.9299  -1.0452  0.1800
C  -2.4800  1.6546  0.7951
C  -0.9897  -0.2731  0.5220
N  -1.4186  1.1431  0.2631
N  1.7418  -0.4734  -0.0066
N  3.9945  -0.1350  0.1198
N  -0.4807  -0.6815  -1.7455
N  -0.3670  -0.9921  -0.5572
O  0.9663  1.6943  -0.2958
O  4.0330  2.2365  -0.0646
O  3.1679  -2.2557  0.5318
O  5.3135  -0.3899  0.1433
H  -3.3098  1.2512  1.3287
H  -2.5821  2.7637  0.5945
H  -0.3252  -0.2558  1.3909
H  -1.8132  -0.9565  0.8317
H  -0.4394  1.6801  0.1024
H  -0.0664  -1.3057  -2.4593
H  -1.0477  -0.0445  -2.2157
H  2.5406  -3.0197  0.8194
H  5.7634  -0.3175  0.9912

Atoms 1-2, force components in eV/Å:
1.09 0.42 -1.36
-0.21 2.22 0.27

---

(3)
This record from the Open Molecules 2025 dataset describes 4 unconnected molecules or ions with the total composition C8H26N2O4. The level of theory is ωB97M-V/def2-TZVPD.

Values from the calculation:
Molar mass   214.31 g/mol
Charge   0
Kohn-Sham gap   9.52 eV
Total energy   -730.83898 hartree
E_HOMO   -9.2 eV
Relative energy (zero: lowest compared OMol25 entry of this formula, charge and spin)   0.3959 eV
SMILES string   COC[C@H](C)N.COC[C@H](C)N.O.O

Cartesian coordinates (Å):
O  -0.3304  3.2641  1.9987
H  -0.8736  4.0532  1.9199
H  -0.6958  2.7810  2.7461
O  -0.0329  0.7305  0.2694
H  -0.6814  0.6824  -0.4490
H  -0.1702  1.5966  0.6691
C  2.9083  -5.6340  2.7828
C  2.1411  -4.6105  3.5810
C  1.4477  -3.5895  2.6824
O  2.3978  -2.9591  1.8741
C  1.8307  -1.9341  1.0880
N  1.2066  -5.2866  4.4797
H  3.7637  -5.1958  2.2762
H  2.2645  -6.1172  2.0409
H  3.2498  -6.4235  3.4564
H  2.8413  -4.0383  4.1962
H  0.9509  -2.8449  3.3341
H  0.6469  -4.0644  2.0897
H  2.6153  -1.3855  0.5815
H  1.2578  -1.2268  1.7062
H  1.0969  -2.3465  0.3837
H  0.6556  -4.6196  5.0100
H  0.5367  -5.8394  3.9535
C  0.0932  2.5064  -3.0760
C  -1.0855  2.7542  -2.1451
C  -1.9909  3.8389  -2.6820
O  -2.3303  3.5507  -4.0089
C  -3.1718  4.5318  -4.5767
N  -1.7738  1.4709  -1.9581
H  0.7674  1.8200  -2.5590
H  0.6540  3.4146  -3.2971
H  -0.2379  2.0597  -4.0093
H  -0.6696  3.0953  -1.1942
H  -1.4620  4.8083  -2.6376
H  -2.9051  3.9510  -2.0772
H  -3.2852  4.2986  -5.6311
H  -2.7172  5.5307  -4.4990
H  -4.1391  4.5653  -4.0634
H  -2.1601  1.1991  -2.8607
H  -2.6136  1.6124  -1.3953

Atoms 1-2, force components in eV/Å:
-0.02 -0.07 -0.09
-0.02 0.05 0.00

---

(4)
This record from the Open Molecules 2025 dataset describes a molecular structure, C20H39Cl14F3InNO5P in a non-equilibrium geometry. The level of theory is ωB97M-V/def2-TZVPD.

Values from the calculation:
Molar mass   1072.66 g/mol
Charge   -1
Kohn-Sham gap   7.43 eV
Total energy   -8490.19672 hartree
E_HOMO   -5.6 eV

Cartesian coordinates (Å):
C  -2.7263  0.3030  1.1907
In  -3.0069  -1.6676  0.0186
C  -4.8944  -2.6183  0.9448
C  -5.3805  -3.9744  0.1249
F  -5.7608  -5.0567  1.0632
C  -1.1608  -2.9058  0.4464
P  -0.8235  -4.3192  -0.7920
O  -1.9866  -5.3790  -0.9380
O  -0.3397  -3.5632  -2.3018
O  0.5807  -5.2193  -0.1877
N  -3.2653  -1.0926  -2.0226
C  -2.2071  -0.1284  -2.5095
O  -0.8947  -0.3616  -2.5986
F  -2.7050  1.2177  -2.9723
C  -3.4706  -2.2667  -2.9529
O  -4.5361  -3.0788  -2.8595
F  -2.5235  -2.5713  -4.0874
H  -3.3214  1.1457  0.6343
H  -1.5752  0.5174  1.1380
H  -3.1018  0.0699  2.2744
H  -4.7054  -2.9628  2.0560
H  -5.7273  -1.7773  0.9704
H  -6.2689  -3.6605  -0.6053
H  -4.4212  -4.3230  -0.4928
H  -0.2011  -2.2152  0.4822
H  -1.2820  -3.3281  1.5550
H  -0.7650  -4.1208  -3.0178
H  1.1597  -4.6021  0.3810
Cl  -0.5388  2.9385  4.3693
C  -1.6469  3.8829  3.3428
C  -2.8951  4.3174  4.0941
Cl  -3.9585  2.9422  4.4831
H  -1.8946  3.2781  2.4648
H  -1.0916  4.7626  3.0041
H  -3.4803  5.0049  3.4765
H  -2.6454  4.8284  5.0292
Cl  -5.7046  2.6998  -2.4166
C  -5.8706  2.7747  -4.1887
C  -5.7552  4.1959  -4.7162
Cl  -7.1497  5.2014  -4.2498
H  -6.8290  2.3206  -4.4593
H  -5.0710  2.1565  -4.6075
H  -5.7246  4.1852  -5.8096
H  -4.8465  4.6875  -4.3551
Cl  -0.3969  5.6834  6.5897
C  0.6780  4.8975  7.7732
C  2.0324  5.5825  7.8616
Cl  3.0020  5.3476  6.3858
H  0.7763  3.8436  7.4949
H  0.1720  4.9476  8.7419
H  2.6092  5.1601  8.6895
H  1.9296  6.6585  8.0324
Cl  2.8543  1.4587  -0.8580
C  1.7771  1.6378  -2.2655
C  2.5511  1.8414  -3.5581
Cl  3.3662  3.4244  -3.6114
H  1.0958  2.4713  -2.0677
H  1.1835  0.7209  -2.3279
H  1.8661  1.8095  -4.4105
H  3.3086  1.0646  -3.7011
Cl  3.5921  -1.2313  -2.9011
C  2.8535  -1.8463  -4.4010
C  3.8966  -2.2881  -5.4150
Cl  4.8102  -0.9124  -6.0826
H  2.2041  -1.0634  -4.8053
H  2.2257  -2.6966  -4.1187
H  3.4079  -2.7828  -6.2595
H  4.6125  -2.9905  -4.9770
Cl  6.7015  -4.4749  -2.3724
C  7.2377  -3.0595  -1.4328
C  7.0682  -3.2666  0.0638
Cl  5.3541  -3.3055  0.5472
H  6.6789  -2.1868  -1.7850
H  8.2945  -2.9048  -1.6694
H  7.5317  -2.4389  0.6085
H  7.5360  -4.1980  0.3975
Cl  2.1256  -1.9946  1.9613
C  3.6604  -1.4257  2.6643
C  3.4402  -0.4494  3.8089
Cl  2.7817  1.1075  3.2472
H  4.2562  -0.9790  1.8622
H  4.1893  -2.3117  3.0278
H  4.3931  -0.2311  4.2998
H  2.7558  -0.8562  4.5597

Atoms 1-2, force components in eV/Å:
0.45 0.12 -0.54
-0.60 0.05 3.08

---

(5)
This record from the Open Molecules 2025 dataset describes a molecular structure, C25H50FNO3PTl in a non-equilibrium geometry. The level of theory is ωB97M-V/def2-TZVPD.

Values from the calculation:
Molar mass   667.03 g/mol
Charge   +2
Kohn-Sham gap   2.90 eV
Total energy   -1875.36235 hartree
E_HOMO   -13.6 eV
Relative energy (zero: lowest compared OMol25 entry of this formula, charge and spin)   10.4250 eV

Cartesian coordinates (Å):
C  5.1771  -2.7623  -2.3201
C  5.0022  -1.4595  -1.7950
C  4.8021  0.1072  -1.2506
P  3.3438  0.2668  0.0143
C  4.1432  -0.6271  1.4816
C  5.7624  -0.7065  1.5536
C  6.5545  0.7025  1.8197
C  8.1810  0.3128  1.8390
N  8.8750  1.2201  0.8013
C  3.7434  2.0942  0.5665
F  3.8063  2.2614  2.0341
C  2.5730  3.1668  0.0422
C  3.2720  4.6726  0.2465
O  1.7828  0.5735  0.8072
C  0.6901  -0.2195  0.1504
C  -0.0420  0.4022  -1.1768
C  -1.5348  -0.1899  -1.4980
O  -1.8579  0.2492  -2.8967
C  1.4564  -1.6610  -0.1310
C  0.6228  -2.9054  -0.7908
C  -0.3807  -3.4891  0.3682
C  -1.9275  -3.7428  -0.1121
C  -2.8935  -2.5989  0.6274
C  -4.1932  -2.1821  -0.2810
C  -5.2209  -1.1173  0.4786
C  -6.0971  -0.4023  -0.7470
C  -7.5317  0.2358  -0.2164
C  -7.6753  1.8148  -0.7383
C  -8.9046  2.6282  0.0092
C  -8.6681  2.6847  1.6580
O  2.7780  -1.2805  -0.6523
H  5.2069  -3.6598  -3.1017
H  4.4813  0.7092  -2.2313
H  5.7970  0.6047  -0.8935
H  2.6913  0.9311  -1.0989
H  3.7699  -0.2392  2.5477
H  3.7545  -1.7566  1.4412
H  6.0146  -1.3896  2.5026
H  6.2996  -1.2445  0.6562
H  6.2654  1.1185  2.9011
H  6.4410  1.5094  0.9807
H  8.3383  -0.7917  1.4163
H  8.6659  0.4620  2.9023
H  8.4130  0.9238  -0.1110
H  8.5097  2.2111  0.9311
H  4.7143  2.3886  -0.0153
H  2.3530  3.0828  -1.1036
H  1.6226  3.1768  0.7300
H  3.3896  4.8376  1.4019
H  2.5733  5.5041  -0.2113
H  4.3455  4.6718  -0.2735
H  -0.2402  -0.4318  0.8663
H  -0.0836  1.5798  -1.1972
H  0.6442  0.0980  -2.1054
H  -2.3980  0.2405  -0.8325
H  -1.5894  -1.3585  -1.5196
H  -1.2767  -0.3813  -3.4523
H  1.6443  -2.0341  0.9715
H  1.4172  -3.7714  -1.0021
H  0.1171  -2.6795  -1.8213
H  -0.4143  -2.7080  1.2570
H  0.0565  -4.4901  0.8505
H  -2.0262  -3.6664  -1.2824
H  -2.3688  -4.7851  0.2453
H  -3.2625  -2.9348  1.6938
H  -2.2497  -1.6335  0.7792
H  -3.9432  -1.7042  -1.3202
H  -4.7729  -3.1950  -0.5162
H  -5.9723  -1.7192  1.1790
H  -4.6433  -0.2744  1.0487
H  -6.3159  -1.1800  -1.6120
H  -5.4924  0.4925  -1.2522
H  -7.6356  0.1908  0.9530
H  -8.3991  -0.3827  -0.7472
H  -7.8126  1.7658  -1.9084
H  -6.6726  2.4022  -0.5245
H  -9.9551  2.1731  -0.2797
H  -8.8781  3.7430  -0.3906
H  -8.9915  3.7594  1.9889
H  -9.3710  1.9217  2.2402
H  -7.5446  2.4978  1.9504
Tl  -0.8551  -2.6331  -3.5222

Atoms 1-2, force components in eV/Å:
-1.51 9.00 2.39
1.46 -6.70 -3.40

---

(6)
This record from the Open Molecules 2025 dataset describes a molecular structure, C43H50N8RhS4 in a non-equilibrium geometry. The level of theory is ωB97M-V/def2-TZVPD.

Values from the calculation:
Molar mass   910.10 g/mol
Charge   +3
Kohn-Sham gap   6.92 eV
Total energy   -3808.83521 hartree
E_HOMO   -15.9 eV
Relative energy (zero: lowest compared OMol25 entry of this formula, charge and spin)   0.8530 eV

Cartesian coordinates (Å):
Rh  0.0490  0.1525  0.2099
C  -0.8563  0.9243  3.0247
N  0.2017  0.1278  2.3589
C  0.1333  -1.2555  2.8856
C  1.5193  0.7397  2.6545
C  2.5470  0.2107  1.7040
N  2.1523  0.5335  0.3129
C  2.8813  -0.3091  -0.6513
C  2.4253  1.9597  -0.0077
H  -0.7161  0.9053  4.1081
H  -1.8280  0.4882  2.7905
H  -0.8223  1.9521  2.6809
H  0.4101  -1.2564  3.9425
H  0.7921  -1.9195  2.3345
H  -0.8785  -1.6254  2.7806
H  1.8166  0.5295  3.6846
H  1.4249  1.8218  2.5639
H  2.6177  -0.8729  1.7905
H  3.5316  0.6288  1.9219
H  3.9525  -0.1141  -0.5614
H  2.5522  -0.0762  -1.6571
H  2.6888  -1.3581  -0.4390
H  3.4883  2.1742  0.1333
H  1.8513  2.6246  0.6275
H  2.1592  2.1433  -1.0454
N  -0.0313  0.1108  -1.7836
S  -0.3009  -0.3170  -3.1346
N  -1.6971  -1.0983  -3.4688
S  -1.8704  -2.6087  -3.2077
N  -1.3316  -3.1993  -1.8755
S  -1.6682  -2.6229  -0.4087
N  -0.7268  -1.6681  0.2380
C  -1.7675  -4.1252  0.5092
C  -2.1212  -3.9963  1.8506
C  -2.1808  -5.1345  2.6343
C  -1.8884  -6.3780  2.0792
C  -1.5439  -6.4904  0.7411
C  -1.4767  -5.3580  -0.0609
C  -3.3232  -1.9898  -0.4405
C  -3.5016  -0.6246  -0.6266
C  -4.7948  -0.1254  -0.6359
C  -5.8772  -0.9768  -0.4405
C  -5.6782  -2.3389  -0.2587
C  -4.3930  -2.8601  -0.2591
C  -3.5910  -2.8706  -3.4304
C  -4.0219  -4.1924  -3.3423
C  -5.3648  -4.4573  -3.5312
C  -6.2462  -3.4135  -3.8040
C  -5.7931  -2.1038  -3.8860
C  -4.4479  -1.8155  -3.7016
C  -1.1249  -3.6112  -4.4354
C  -0.2917  -4.6691  -4.1073
C  0.2789  -5.3944  -5.1436
C  0.0096  -5.0570  -6.4629
C  -0.8464  -4.0011  -6.7684
C  -1.4240  -3.2652  -5.7512
C  1.0040  -1.3123  -3.8204
C  1.6243  -2.2027  -2.9514
C  2.7029  -2.9418  -3.4070
C  3.1553  -2.7827  -4.7126
C  2.5192  -1.8990  -5.5745
C  1.4388  -1.1469  -5.1312
C  -0.4803  1.0326  -4.2613
C  0.2737  2.1639  -3.9741
C  0.2074  3.2457  -4.8383
C  -0.6069  3.1892  -5.9635
C  -1.3578  2.0532  -6.2357
C  -1.2986  0.9598  -5.3838
H  -2.3724  -3.0260  2.2614
H  -2.4588  -5.0565  3.6774
H  -1.9433  -7.2659  2.6957
H  -1.3330  -7.4630  0.3159
H  -1.2061  -5.4277  -1.1028
H  -2.6448  0.0240  -0.7678
H  -4.9622  0.9313  -0.7979
H  -6.8830  -0.5755  -0.4237
H  -6.5230  -2.9982  -0.1046
H  -4.2324  -3.9206  -0.1094
H  -3.3214  -4.9950  -3.1358
H  -5.7254  -5.4761  -3.4778
H  -7.2952  -3.6281  -3.9628
H  -6.4866  -1.3024  -4.1069
H  -4.0687  -0.8048  -3.7656
H  -0.0897  -4.9126  -3.0733
H  0.9325  -6.2270  -4.9172
H  0.4657  -5.6244  -7.2639
H  -1.0668  -3.7577  -7.7993
H  -2.1014  -2.4480  -5.9719
H  1.2629  -2.2997  -1.9358
H  3.1990  -3.6394  -2.7428
H  4.0148  -3.3441  -5.0563
H  2.8715  -1.7834  -6.5910
H  0.9615  -0.4386  -5.7949
H  0.8867  2.1865  -3.0824
H  0.7986  4.1305  -4.6405
H  -0.6558  4.0383  -6.6330
H  -1.9853  2.0161  -7.1164
H  -1.8837  0.0720  -5.5782
N  -3.1628  2.4916  0.6224
C  -2.1373  3.0428  -0.0220
N  -2.3390  4.1079  -0.7780
S  -0.5166  2.4920  0.1201
H  -4.0758  2.9209  0.6330
H  -2.9984  1.7335  1.2610
H  -3.2159  4.6073  -0.7760
H  -1.5550  4.5334  -1.2468

Atoms 1-2, force components in eV/Å:
-0.01 -0.78 0.24
0.03 -0.15 0.13